# 1
DFT (ωB97M-V with the def2-TZVPD basis set) results for C28H47KLiMgN6O12S2 as an isolated structure in a non-equilibrium geometry.

- E_LUMO (eV) = -6.4
- HOMO energy (eV) = -7.5
- Kohn-Sham gap (Ha) = 0.03785
- calculated total energy (eV) = -106927.673
- maximum force (eV Å⁻¹) = 5.4

```
! wB97M-V def2-TZVPD RIJCOSX def2/J DEFGRID3
* xyz 1 1
O 2.164 5.967 -3.707
C 1.817 4.892 -3.362
N 1.459 3.745 -2.984
C 0.659 4.021 -1.750
C 1.358 4.077 -0.472
C 2.902 3.806 -0.523
C 3.071 2.231 -0.627
C 2.439 1.422 0.581
C 1.796 0.032 0.108
O 0.815 -0.361 1.078
C 0.588 4.380 0.820
C 1.430 4.466 2.132
C 0.766 5.392 3.274
O -0.093 4.649 4.139
C -0.849 4.565 0.741
C -1.560 4.477 -0.587
N -2.919 4.615 -0.839
S -3.118 4.389 -2.480
N -1.557 4.139 -3.067
C -0.822 4.209 -1.891
H 3.380 4.219 -1.460
H 3.473 4.260 0.329
H 4.174 1.966 -0.656
H 2.549 1.946 -1.600
H 1.633 1.969 1.137
H 3.285 1.212 1.306
H 1.245 0.144 -0.878
H 2.636 -0.719 0.008
H 0.963 0.113 1.920
H 1.733 3.430 2.551
H 2.428 4.998 1.878
H 0.242 6.227 2.738
H 1.627 5.833 3.865
H -0.981 4.711 3.711
H -1.457 4.755 1.658
C -2.186 2.510 4.571
O -2.704 2.271 5.660
O -1.244 1.853 4.059
O -2.515 3.459 3.801
C -0.813 4.025 -7.743
C -1.192 5.471 -7.470
C -0.480 6.004 -6.236
O -2.606 5.564 -7.277
H -1.098 3.380 -6.903
H -1.340 3.650 -8.623
H 0.262 3.924 -7.911
H -0.939 6.087 -8.338
H -0.752 5.432 -5.340
H -0.772 7.039 -6.048
H 0.604 5.964 -6.357
H -2.838 5.023 -6.511
K 3.733 3.476 3.160
C -0.761 -3.078 1.472
C 0.637 -3.597 1.158
N 0.817 -5.056 1.355
C -0.020 -5.945 2.014
C 0.585 -7.165 1.985
N 1.772 -7.000 1.315
C 1.892 -5.727 0.929
C 2.769 -8.041 1.064
H -1.021 -3.259 2.520
H -0.813 -2.004 1.298
H -1.520 -3.565 0.839
H 1.373 -3.098 1.792
H 0.881 -3.371 0.117
H -0.954 -5.601 2.440
H 0.315 -8.134 2.367
H 2.719 -5.309 0.378
H 3.717 -7.739 1.509
H 2.888 -8.170 -0.011
H 2.446 -8.980 1.508
Li 3.101 0.659 -2.964
C -4.513 2.909 -9.089
C -4.767 1.701 -8.265
N -4.965 0.765 -7.625
H -3.618 2.763 -9.693
H -5.361 3.095 -9.748
H -4.368 3.775 -8.443
O 0.799 7.211 -8.710
H 1.239 7.073 -7.871
Mg -1.997 -5.479 1.182
O -0.136 -8.270 7.567
S -1.166 -7.496 6.943
O -2.166 -6.816 7.707
O -1.885 -8.390 5.816
C -2.458 -9.647 6.211
C -3.750 -9.464 6.983
C -0.416 -6.325 5.850
H -1.734 -10.233 6.783
H -2.665 -10.198 5.292
H -3.571 -8.976 7.942
H -4.220 -10.429 7.181
H -4.447 -8.835 6.425
H 0.325 -6.834 5.236
H 0.063 -5.560 6.460
H -1.192 -5.872 5.233
O 7.430 4.033 2.011
H 8.322 4.371 1.956
*
```

Here are the Mulliken charges for atoms 1 to 8, given in e: -0.40 0.57 -0.75 0.43 -0.03 -1.50 -0.26 0.10

# 2
DFT (ωB97M-V with the def2-TZVPD basis set) results for C28H48BrN3NbO4RbS as an isolated structure in a non-equilibrium geometry.

- E_LUMO (eV) = -1.7
- HOMO energy (eV) = -7.0
- Kohn-Sham gap (Ha) = 0.19445
- calculated total energy (eV) = -125525.664
- maximum force (eV Å⁻¹) = 14.8
- relative energy (zero: lowest compared OMol25 entry of this formula, charge and spin) (eV) = 21.408

```
! wB97M-V def2-TZVPD RIJCOSX def2/J DEFGRID3
* xyz 0 1
C -0.057 5.175 -2.982
C -0.819 3.712 -3.042
O -0.741 3.120 -1.689
C -1.144 1.706 -1.707
Nb -0.144 0.451 -0.032
C -0.327 2.303 1.290
C -1.816 2.977 1.355
C -1.610 4.596 1.553
O -2.430 5.041 2.728
C 1.865 1.354 -0.780
C 2.835 1.863 0.439
C 3.139 3.506 0.365
Br 2.920 4.242 2.255
C -2.119 -0.362 0.729
C -2.350 -0.212 2.375
C -2.538 -1.645 3.146
C -3.800 -2.555 2.631
S -5.484 -1.814 3.010
C -6.360 -1.451 1.392
N -7.798 -0.995 1.136
N -7.775 -0.876 -0.270
C -6.447 -1.220 -0.914
O -5.535 -1.607 0.179
C 0.905 -0.666 1.699
C 2.163 -1.623 1.174
C 3.261 -1.639 2.391
O 1.572 -2.927 0.843
C 2.582 -3.974 0.636
C 3.812 -3.575 -0.371
C 3.701 -3.347 -2.000
C 5.085 -2.942 -2.803
C 6.569 -2.762 -2.082
C 6.684 -2.999 -0.462
C 5.315 -3.413 0.341
N 0.258 -1.200 -1.327
C -0.845 -1.830 -1.816
C -1.164 -3.349 -1.189
C -1.863 -1.332 -2.995
H 0.887 5.044 -2.282
H 0.235 5.600 -4.045
H -0.786 5.919 -2.442
H -1.923 3.936 -3.403
H -0.290 3.045 -3.852
H -0.735 1.233 -2.722
H -2.311 1.571 -1.742
H 0.403 3.151 0.871
H 0.015 2.010 2.370
H -2.549 2.671 0.498
H -2.314 2.588 2.368
H -1.850 5.237 0.592
H -0.491 4.879 1.855
H -3.348 5.301 2.420
H 1.710 2.228 -1.542
H 2.431 0.494 -1.383
H 2.382 1.694 1.524
H 3.881 1.351 0.286
H 4.263 3.731 0.089
H 2.355 4.089 -0.279
H -2.355 -1.482 0.492
H -2.981 0.278 0.238
H -1.486 0.362 2.915
H -3.346 0.403 2.541
H -2.763 -1.382 4.289
H -1.593 -2.335 3.157
H -3.683 -2.895 1.493
H -3.745 -3.575 3.250
H -6.080 -1.203 -2.025
H 0.170 -1.420 2.261
H 1.225 0.124 2.503
H 2.670 -1.108 0.254
H 4.305 -1.324 1.907
H 3.058 -0.810 3.225
H 3.359 -2.652 2.966
H 2.985 -4.427 1.663
H 2.012 -4.884 0.116
H 2.667 -3.473 -2.545
H 5.057 -2.745 -3.971
H 7.534 -2.469 -2.683
H 7.676 -2.914 0.168
H 5.401 -3.594 1.512
H -0.836 -4.205 -1.916
H -0.804 -3.471 -0.083
H -2.357 -3.400 -1.148
H -1.212 -0.664 -3.740
H -2.165 -2.289 -3.632
H -2.779 -0.697 -2.637
Rb -1.398 2.754 -4.956
*
```

Here are the Mulliken charges for atoms 1 to 8, given in e: -0.62 -0.35 0.01 -0.03 -1.68 -0.07 0.15 -0.31

# 3
DFT (ωB97M-V with the def2-TZVPD basis set) results for a 8-piece molecular cluster, C28H48Cl14NO4 overall in a non-equilibrium geometry.

- E_LUMO (eV) = -5.4
- HOMO energy (eV) = -12.0
- Kohn-Sham gap (Ha) = 0.24114
- calculated total energy (eV) = -214790.696
- maximum force (eV Å⁻¹) = 9.6

```
! wB97M-V def2-TZVPD RIJCOSX def2/J DEFGRID3
* xyz 1 1
C 6.677 0.978 2.278
C 5.363 1.409 3.161
C 4.123 2.042 2.249
C 3.025 0.922 1.762
C 3.510 0.266 0.308
C 1.517 1.566 1.455
C 0.353 0.446 1.033
C -1.169 0.953 0.697
C -2.284 -0.226 0.335
O -3.231 -0.042 -0.623
O -2.206 -1.516 1.065
C -2.951 -1.419 2.364
C -2.081 -0.676 3.539
O -2.579 -0.882 4.909
C -1.993 0.272 5.668
O -1.078 0.153 6.633
C -1.489 2.560 0.780
C -0.234 3.549 1.206
N 1.184 3.044 1.533
H 6.428 0.484 1.240
H 7.440 1.856 2.075
H 7.243 0.137 2.906
H 5.006 0.471 3.791
H 5.747 2.195 3.967
H 3.624 2.869 2.949
H 4.580 2.591 1.310
H 2.921 0.050 2.563
H 3.281 -0.884 0.317
H 2.827 0.764 -0.536
H 4.613 0.544 0.029
H 0.651 -0.702 1.008
H -3.199 -2.502 2.737
H -3.966 -0.889 2.100
H -0.947 -0.933 3.388
H -2.176 0.496 3.330
H -2.321 1.372 5.354
H -2.582 2.906 0.548
H -0.496 4.709 1.295
H 1.918 3.759 1.820
Cl 4.773 4.059 -0.741
C 5.740 3.355 -2.060
C 6.901 2.523 -1.541
Cl 8.151 3.525 -0.761
H 6.085 4.172 -2.702
H 5.064 2.725 -2.646
H 7.387 2.002 -2.372
H 6.567 1.772 -0.818
Cl -7.841 -1.427 -1.342
C -6.345 -1.542 -0.383
C -5.949 -2.983 -0.106
Cl -7.079 -3.789 1.012
H -6.492 -0.979 0.544
H -5.560 -1.045 -0.961
H -4.962 -3.014 0.366
H -5.904 -3.573 -1.027
Cl 1.524 -3.076 3.053
C 0.268 -3.625 1.915
C 0.844 -4.455 0.780
Cl 1.842 -3.480 -0.329
H -0.259 -2.741 1.541
H -0.441 -4.225 2.492
H 0.034 -4.882 0.182
H 1.460 -5.279 1.155
Cl -6.959 -1.313 3.367
C -8.578 -0.665 3.728
C -9.409 -1.627 4.561
Cl -9.871 -3.084 3.646
H -9.068 -0.427 2.779
H -8.429 0.270 4.277
H -10.339 -1.142 4.874
H -8.874 -1.947 5.461
Cl -7.484 0.929 -6.175
C -6.515 0.043 -4.972
C -5.415 -0.785 -5.617
Cl -6.065 -2.160 -6.545
H -7.194 -0.579 -4.381
H -6.075 0.792 -4.307
H -4.763 -1.204 -4.845
H -4.799 -0.182 -6.291
Cl 4.952 1.619 -5.114
C 3.692 2.545 -5.966
C 3.389 3.868 -5.281
Cl 2.580 3.643 -3.710
H 2.800 1.915 -6.039
H 4.064 2.726 -6.979
H 2.713 4.462 -5.903
H 4.299 4.452 -5.114
Cl 3.114 -1.694 -3.375
C 4.717 -2.439 -3.590
C 5.506 -2.490 -2.292
Cl 6.004 -0.870 -1.743
H 5.251 -1.878 -4.364
H 4.547 -3.454 -3.962
H 6.422 -3.071 -2.435
H 4.929 -2.958 -1.488
*
```

Here are the Mulliken charges for atoms 1 to 8, given in e: -0.58 -0.63 -0.22 0.82 -0.14 -0.37 0.10 0.25

# 4
DFT (ωB97M-V with the def2-TZVPD basis set) results for a 6-piece molecular cluster, C28H49BCl2F5NO6 overall in a non-equilibrium geometry.

- E_LUMO (eV) = -1.3
- HOMO energy (eV) = -9.3
- Kohn-Sham gap (Ha) = 0.29266
- calculated total energy (eV) = -82906.094
- maximum force (eV Å⁻¹) = 8.2
- structure (SMILES) = CC(=O)N(C)B(/C(Cl)=C(/C)Cl)C(F)(F)C(F)(F)F.C1CCOC1.C1CCOC1.C1CCOC1.C1CCOC1.C1CCOC1

```
! wB97M-V def2-TZVPD RIJCOSX def2/J DEFGRID3
* xyz 0 1
C 0.853 -2.681 -1.121
C -0.809 -2.766 -0.959
O -1.250 -2.759 0.324
N -1.739 -2.886 -2.146
C -1.026 -2.740 -3.473
B -2.922 -1.894 -2.034
C -2.606 -0.324 -1.636
Cl -2.775 0.134 0.190
C -2.204 0.760 -2.573
C -1.847 2.321 -2.137
Cl -2.062 0.410 -4.426
C -4.419 -2.544 -2.291
F -4.465 -3.796 -1.447
F -4.561 -3.001 -3.716
C -5.666 -1.611 -1.775
F -5.836 -0.343 -2.550
F -6.919 -2.411 -2.042
F -5.648 -1.396 -0.297
H 1.315 -2.998 -0.077
H 1.212 -3.525 -1.884
H 1.197 -1.603 -1.426
H -0.347 -1.772 -3.471
H -0.388 -3.689 -3.721
H -1.845 -2.543 -4.318
H -2.183 3.079 -2.993
H -2.247 2.620 -1.079
H -0.660 2.426 -2.084
C -4.478 3.386 3.908
C -3.768 4.597 3.359
C -3.207 4.071 2.056
O -4.111 3.058 1.593
C -5.024 2.743 2.652
H -5.256 3.626 4.637
H -3.754 2.716 4.386
H -4.494 5.393 3.159
H -2.998 4.995 4.025
H -2.228 3.603 2.204
H -3.109 4.852 1.296
H -6.001 3.161 2.386
H -5.122 1.658 2.745
C 5.102 -6.029 -1.758
C 4.948 -5.347 -0.423
C 4.444 -3.977 -0.824
O 3.691 -4.149 -2.032
C 3.932 -5.469 -2.537
H 5.091 -7.120 -1.697
H 6.045 -5.721 -2.226
H 4.188 -5.865 0.173
H 5.871 -5.307 0.160
H 5.274 -3.296 -1.041
H 3.811 -3.523 -0.057
H 3.026 -6.061 -2.370
H 4.127 -5.424 -3.612
C 7.438 -1.732 -4.428
C 8.826 -1.507 -3.885
C 8.554 -1.240 -2.420
O 7.375 -1.980 -2.074
C 6.763 -2.453 -3.282
H 7.418 -2.301 -5.361
H 6.948 -0.767 -4.603
H 9.419 -2.423 -3.993
H 9.364 -0.692 -4.375
H 8.347 -0.179 -2.242
H 9.383 -1.547 -1.777
H 6.930 -3.534 -3.340
H 5.686 -2.268 -3.247
C 0.328 7.679 2.184
C -1.093 7.716 1.682
C -0.968 7.051 0.328
O 0.110 6.109 0.425
C 0.818 6.352 1.649
H 0.412 7.758 3.271
H 0.902 8.498 1.735
H -1.733 7.114 2.336
H -1.513 8.724 1.625
H -0.707 7.778 -0.449
H -1.884 6.534 0.029
H 0.582 5.534 2.339
H 1.895 6.348 1.458
C -4.333 -1.881 4.739
C -2.889 -1.948 4.311
C -2.532 -0.484 4.174
O -3.337 0.232 5.122
C -4.345 -0.656 5.626
H -4.681 -2.782 5.251
H -4.972 -1.715 3.863
H -2.288 -2.406 5.105
H -2.729 -2.514 3.390
H -2.777 -0.106 3.176
H -1.473 -0.290 4.370
H -4.080 -0.911 6.658
H -5.314 -0.149 5.629
*
```

Here are the Mulliken charges for atoms 1 to 8, given in e: -0.68 0.34 -0.56 0.26 -0.84 -0.26 0.07 0.05

# 5
DFT (ωB97M-V with the def2-TZVPD basis set) results for C28H49BF2N6O3S3V as an isolated structure.

- E_LUMO (spin up / spin down) (eV) = -2.1 / -1.5
- HOMO energy (spin up / spin down) (eV) = -10.3 / -10.6
- Kohn-Sham gap (spin up / spin down) (Ha) = 0.30349 / 0.33356
- calculated total energy (eV) = -109218.582
- maximum force (eV Å⁻¹) = 0.7
- relative energy (zero: lowest compared OMol25 entry of this formula, charge and spin) (eV) = 0.000

```
! wB97M-V def2-TZVPD RIJCOSX def2/J DEFGRID3
* xyz 1 3
V 0.586 -0.051 0.458
C -0.139 0.135 3.582
O -0.238 -0.813 2.527
C 0.466 -2.023 2.808
C 0.237 -2.947 1.641
O 0.687 -2.367 0.408
C 1.711 -3.102 -0.282
C 3.106 -2.707 0.137
O 3.436 -1.491 -0.485
C 4.574 -0.882 0.096
H -0.540 -0.293 4.504
H 0.900 0.444 3.722
H -0.749 0.986 3.288
H 1.523 -1.798 2.957
H 0.055 -2.480 3.715
H 0.746 -3.896 1.817
H -0.834 -3.138 1.535
H 1.540 -4.168 -0.115
H 1.568 -2.893 -1.344
H 3.161 -2.607 1.229
H 3.808 -3.500 -0.160
H 5.464 -1.508 -0.034
H 4.726 0.070 -0.410
H 4.406 -0.690 1.158
C -4.111 -3.609 -2.474
C -3.350 -2.841 -1.395
C -1.987 -3.495 -1.199
C -4.197 -2.840 -0.126
N -3.120 -1.434 -1.865
C -3.478 -0.987 -3.125
C -3.105 0.301 -3.214
N -2.516 0.657 -2.021
B -2.009 2.105 -1.849
N -2.279 2.572 -0.379
C -3.559 2.471 0.098
C -3.579 2.976 1.348
N -2.298 3.385 1.651
C -1.522 3.125 0.569
S 0.135 3.597 0.351
C -2.022 4.148 2.929
C -0.581 4.043 3.425
C -2.939 3.559 4.005
C -2.371 5.607 2.658
N -0.572 2.338 -2.378
C -0.275 3.540 -2.979
C 0.992 3.480 -3.424
N 1.484 2.223 -3.123
C 0.515 1.546 -2.468
S 0.578 -0.083 -1.861
C 2.898 1.874 -3.532
C 3.221 0.390 -3.431
C 3.048 2.290 -4.997
C 3.837 2.674 -2.636
C -2.520 -0.410 -1.201
S -1.913 -0.467 0.429
H -4.266 -4.622 -2.105
H -5.091 -3.178 -2.676
H -3.549 -3.684 -3.404
H -2.128 -4.544 -0.935
H -1.411 -3.447 -2.125
H -1.417 -2.996 -0.422
H -4.373 -3.874 0.173
H -3.708 -2.323 0.693
H -5.164 -2.374 -0.315
H -3.967 -1.611 -3.845
H -3.213 1.004 -4.018
H -2.716 2.790 -2.542
H -4.350 2.043 -0.490
H -4.394 3.079 2.035
H -0.224 3.016 3.456
H 0.113 4.626 2.833
H -0.571 4.431 4.444
H -2.855 2.472 4.046
H -2.640 3.960 4.972
H -3.984 3.825 3.858
H -1.704 6.025 1.904
H -3.401 5.710 2.316
H -2.255 6.187 3.574
H -0.995 4.335 -3.031
H 1.580 4.217 -3.934
H 2.546 -0.218 -4.032
H 4.228 0.270 -3.832
H 3.208 0.013 -2.416
H 2.293 1.808 -5.617
H 2.985 3.367 -5.143
H 4.029 1.974 -5.346
H 3.703 2.395 -1.593
H 4.867 2.467 -2.928
H 3.671 3.747 -2.734
F 2.171 2.168 -0.109
C 1.022 2.037 0.724
F 2.073 -0.210 1.507
H 1.430 2.176 1.732
*
```

Here are the Mulliken charges for atoms 1 to 8, given in e: 1.53 -0.53 -0.07 -0.89 -0.82 1.06 -1.04 -0.68